[1]
A 2-piece molecular cluster, C5H16N2O overall, computed with ωB97M-V with the def2-TZVPD basis set.

CARTESIAN COORDINATES (ANGSTROEM)
C 1.9482 -0.5199 0.2509
C 1.3780 -0.9396 -1.0939
C -0.0705 -0.6211 -1.3064
C -0.8683 -0.5527 0.0080
C -1.2579 -1.5499 0.8056
N -1.2302 0.7995 0.5504
N 2.1916 -0.1632 -2.2748
H 3.0685 -0.4329 0.1494
H 1.5591 -1.2036 1.0182
H 1.5147 0.4012 0.7446
H 1.8790 -1.9851 -1.2654
H -0.4976 -1.5608 -1.9766
H -0.4620 0.2795 -1.8728
H -1.7020 -1.5053 1.8295
H -1.2713 -2.5916 0.5130
H -1.5364 1.3326 -0.1997
H -2.0758 0.8385 1.2912
H -0.2589 1.0713 0.8757
H 3.1183 -0.5121 -2.1923
H 1.7758 -0.2475 -3.2174
H 2.2023 0.8518 -1.9859
H -2.7628 3.0850 2.8610
H -1.4856 2.5414 3.2228
O -2.0715 2.5353 2.5362

The value obtained for the energy relative to the best compared isomer or geometry (same formula, charge and spin) is 3.677 eV. As for the maximum force: 0.09182 Eh/bohr. As for the multiplicity: 2. The molar mass comes out at 120.196 g mol⁻¹. The calculation puts the energy at -384.4081 Eh. As for the net charge: +1.

Mulliken population analysis, charges in e, atoms 1 to 6:
1 C -1.192
2 C 0.337
3 C -0.705
4 C -0.126
5 C -1.293
6 N -0.168

[2]
A 2-piece molecular cluster, C10H10N2 overall, computed with ωB97M-V with the def2-TZVPD basis set.

CARTESIAN COORDINATES (ANGSTROEM)
C -0.9092 3.4353 -1.6028
C 0.1271 2.6855 -1.0462
C -0.0269 1.3571 -0.8866
N -1.0985 0.6861 -1.3254
C -2.0261 1.4052 -2.0017
C -1.9212 2.7160 -2.2874
H -0.9132 4.4958 -1.5698
H 0.8879 3.0518 -0.5084
H 0.6754 0.8697 -0.2094
H -2.8528 0.7693 -2.1994
H -2.8459 3.4310 -2.5372
C 0.7590 -3.4065 1.6467
C 1.9144 -2.8216 2.1822
C 1.9773 -1.4329 2.0780
N 1.2033 -0.8417 1.2217
C 0.2014 -1.3238 0.6926
C -0.1661 -2.6909 0.8375
H 0.8564 -4.4132 1.9212
H 2.9314 -3.3128 2.6299
H 2.6567 -0.6127 2.7366
H -0.3670 -0.9660 -0.1148
H -1.0633 -3.0806 0.3424

The value obtained for the energy relative to the best compared isomer or geometry (same formula, charge and spin) is 4.223 eV. As for the maximum force: 0.14776 Eh/bohr. As for the multiplicity: 1. The molar mass comes out at 158.204 g mol⁻¹. The calculation puts the energy at -496.4419 Eh. The structure (SMILES) is c1ccncc1.c1ccncc1. As for the net charge: 0.

Mulliken population analysis, charges in e, atoms 1 to 6:
1 C -0.147
2 C -0.810
3 C 0.130
4 N -0.388
5 C -0.243
6 C -0.486

[3]
C50H43CoN8OS2Te as an isolated structure, computed with ωB97M-V with the def2-TZVPD basis set.

CARTESIAN COORDINATES (ANGSTROEM)
Co 1.3554 1.1631 -0.7406
C 0.6807 1.6050 3.3952
C 0.8757 1.0203 2.1474
N 1.0338 1.7721 1.0750
C 1.0899 3.1085 1.2338
C 0.8561 3.6647 2.4766
N 0.6359 2.9173 3.5546
C 1.5046 3.8452 0.0261
C 1.6188 5.2105 -0.1369
C 2.0691 5.7046 -1.3629
C 2.3324 4.8107 -2.3989
C 2.1681 3.4560 -2.1648
N 1.8177 3.0212 -0.9668
C 2.2734 2.3541 -3.1406
C 2.6552 2.5083 -4.4620
N 2.6632 1.4955 -5.3210
C 2.2798 0.3179 -4.8569
C 1.8958 0.1323 -3.5326
N 1.9001 1.1438 -2.6764
C 2.2431 7.1621 -1.5631
C 1.8636 7.7759 -2.7506
C 2.0472 9.1440 -2.8821
N 2.5771 9.9096 -1.9329
C 2.9428 9.3151 -0.8012
C 2.7947 7.9564 -0.5654
H 0.5447 0.9828 4.2698
H 0.9291 -0.0488 2.0168
H 0.8725 4.7381 2.6167
H 1.3588 5.8921 0.6605
H 2.6633 5.1761 -3.3605
H 2.9616 3.4754 -4.8399
H 2.2717 -0.5153 -5.5477
H 1.5829 -0.8298 -3.1667
H 1.4048 7.2137 -3.5537
H 1.7499 9.6479 -3.7945
H 3.3809 9.9541 -0.0434
H 3.1365 7.5291 0.3685
S 4.2106 2.4597 0.9047
C 4.0465 0.8732 0.3925
N 3.0070 0.2401 -0.1913
C 3.3027 -1.1055 -0.4769
C 2.4737 -2.0584 -1.0702
C 2.9460 -3.3421 -1.2941
C 4.2337 -3.7150 -0.9195
C 5.0630 -2.7908 -0.3105
C 4.5907 -1.5029 -0.0990
S 5.4247 -0.1722 0.6239
H 1.4607 -1.7995 -1.3321
H 2.2965 -4.0663 -1.7709
H 4.5850 -4.7217 -1.1003
H 6.0654 -3.0602 -0.0047
C -3.5804 -7.8719 0.9416
C -2.8899 -6.5420 0.8321
C -1.5054 -6.4515 0.7962
C -0.8499 -5.2291 0.6976
C 0.6572 -5.2153 0.6589
C -1.6267 -4.0629 0.6517
Te -0.5219 -2.2326 0.6524
N 0.0783 -0.3195 -0.8076
C -0.7262 0.4740 -1.4581
O -0.3841 1.7299 -1.4247
C -1.8572 0.0279 -2.3049
C -2.7718 0.9712 -2.7661
C -3.8439 0.5738 -3.5491
C -4.0045 -0.7668 -3.8757
C -3.0865 -1.7085 -3.4296
C -2.0117 -1.3123 -2.6492
C -1.4832 -1.3471 2.3400
C -2.3231 -0.2316 2.3126
C -2.7989 0.4591 1.0717
C -2.7769 0.2853 3.5279
C -2.4383 -0.2735 4.7462
C -2.9361 0.3033 6.0409
C -1.6184 -1.3990 4.7409
C -1.1256 -1.9443 3.5659
C -0.2472 -3.1660 3.6518
C -3.0272 -4.1226 0.6321
C -3.9033 -2.9107 0.4970
C -3.6300 -5.3690 0.7394
H -2.8636 -8.6859 1.0329
H -4.1987 -8.0602 0.0627
H -4.2371 -7.8962 1.8122
H -0.9131 -7.3582 0.8430
H 1.0401 -6.2313 0.5844
H 1.0812 -4.7669 1.5614
H 1.0455 -4.6525 -0.1919
H -2.6354 2.0105 -2.4962
H -4.5560 1.3068 -3.9038
H -4.8413 -1.0776 -4.4873
H -3.2033 -2.7505 -3.6974
H -1.2792 -2.0402 -2.3242
H -2.6168 -0.1282 0.1837
H -2.3081 1.4271 0.9456
H -3.8734 0.6381 1.1357
H -3.4286 1.1525 3.5046
H -3.5562 1.1815 5.8713
H -2.1025 0.5947 6.6819
H -3.5270 -0.4312 6.5898
H -1.3548 -1.8678 5.6829
H -0.0911 -3.4472 4.6914
H 0.7357 -2.9946 3.2041
H -0.7008 -4.0174 3.1385
H -3.4867 -2.1974 -0.2121
H -4.0303 -2.4036 1.4555
H -4.8898 -3.1956 0.1339
H -4.7134 -5.4248 0.7349

The value obtained for the energy relative to the best compared isomer or geometry (same formula, charge and spin) is 0.834 eV. As for the maximum force: 0.01353 Eh/bohr. As for the multiplicity: 2. The molar mass comes out at 1022.616 g mol⁻¹. The calculation puts the energy at -4891.4283 Eh. As for the net charge: +1.

Mulliken population analysis, charges in e, atoms 1 to 6:
1 Co -1.367
2 C -0.971
3 C -0.722
4 N 1.406
5 C -0.205
6 C -0.196

[4]
The molecule C5H8N2O2, computed with ωB97M-V with the def2-TZVPD basis set.

CARTESIAN COORDINATES (ANGSTROEM)
O 3.2318 -0.6336 -0.6020
C 2.3903 0.2965 -0.4760
N 1.2153 0.2279 0.2638
C 0.6929 -1.0490 0.7656
C -0.5892 -0.8511 -0.2146
O -2.0823 -1.0948 -0.3640
C -2.3545 0.3398 -0.5390
C -0.9690 0.5145 0.1712
N 0.2874 1.2715 0.0803
H 2.6137 1.3012 -0.8716
H 0.5341 -0.9824 1.8616
H 1.4392 -1.8407 0.6467
H -0.0695 -1.0907 -1.2435
H -2.2870 0.6406 -1.5692
H -3.2558 0.5659 0.0030
H -1.1544 0.4035 1.2357
H 0.3570 1.9809 0.8520

The value obtained for the energy relative to the best compared isomer or geometry (same formula, charge and spin) is 5.467 eV. As for the maximum force: 0.07036 Eh/bohr. As for the multiplicity: 1. The molar mass comes out at 128.131 g mol⁻¹. The calculation puts the energy at -455.1576 Eh. The structure (SMILES) is O=CN1C[C@H]2OC[C@@H]2N1. As for the net charge: 0.

Mulliken population analysis, charges in e, atoms 1 to 6:
1 O -0.583
2 C 0.099
3 N 0.262
4 C -0.609
5 C -0.013
6 O -0.436

Number 4 is which compound?
C5H8N2O2

Which of these has the lowest energy relative to the best compared isomer or geometry (same formula, charge and spin)?
C50H43CoN8OS2Te